1.
2 unconnected molecules or ions with the total composition C3H11N2O2 at a distorted geometry, computed with ωB97M-V/def2-TZVPD.

**M**: 107.13 g/mol
**Electronic energy**: -10358.1460 eV
**Total charge**: +1
**Strongest force on any atom**: 0.05302 Eh/bohr
**Highest occupied orbital energy**: -14.3 eV
**ΔE to the lowest compared entry with this formula, charge and spin**: 1.606 eV
**Multiplicity**: 1
**Lowest unoccupied orbital energy**: -3.1 eV
**Kohn-Sham gap**: 11.22 eV

Positions of all 18 atoms, in Å:
O 0.47858 1.90281 -0.16895
C 0.89386 0.88054 0.32223
N 1.78925 0.87747 1.35644
C 0.12048 -0.43614 0.13679
N -1.30447 -0.05929 0.36121
C -2.16319 -1.23612 0.64855
H 2.32761 1.73367 1.37111
H 2.26123 0.02126 1.59502
H 0.20295 -0.54392 -0.93658
H 0.54659 -1.27533 0.65676
H -1.60812 0.55211 -0.40076
H -1.34837 0.53388 1.19285
H -1.90373 -2.06871 -0.01291
H -3.21529 -1.06182 0.47938
H -1.85598 -1.62301 1.60283
H 1.45005 1.32547 -2.86010
H 1.94045 -0.01754 -2.97912
O 1.38810 0.49466 -2.36477

Forces on the atoms, in the same order (eV/Å):
O -0.17 -0.07 -0.44
C -0.50 0.06 2.10
N 0.12 0.10 -1.11
C 0.85 1.82 -1.84
N -0.07 -0.36 1.21
C 0.35 -1.26 -1.14
H 0.22 -0.10 0.37
H 0.16 0.04 0.09
H 0.03 -0.74 -0.24
H -0.65 -0.34 0.57
H 0.04 -0.24 -0.15
H -0.01 0.18 -0.07
H 0.12 0.41 -0.35
H -0.16 0.42 0.52
H -0.47 0.23 0.72
H -0.48 0.38 0.64
H -0.18 -0.52 0.47
O 0.81 -0.02 -1.35

***

2.
2 unconnected molecules or ions with the total composition C3H11N2O2P at a distorted geometry, computed with ωB97M-V/def2-TZVPD.

**M**: 138.11 g/mol
**Electronic energy**: -19652.4522 eV
**Total charge**: 0
**Strongest force on any atom**: 0.05996 Eh/bohr
**Highest occupied orbital energy**: -9.7 eV
**ΔE to the lowest compared entry with this formula, charge and spin**: 3.073 eV
**Multiplicity**: 1
**Lowest unoccupied orbital energy**: 0.5 eV
**Kohn-Sham gap**: 10.19 eV

Positions of all 19 atoms, in Å:
C -0.43376 0.63860 -2.67264
C -0.76269 1.34247 2.49613
C 1.50798 -1.27417 0.61936
N -0.26821 1.02826 -1.26263
N -0.99308 1.70221 1.10763
O -2.31541 -0.38598 0.05915
O 2.21627 -2.21550 -0.25234
P -1.24573 0.61284 -0.13439
H 0.46640 0.03550 -2.88573
H -1.35490 0.04045 -2.84252
H -0.65732 1.56483 -3.35222
H -1.25082 2.15540 3.08136
H -1.22834 0.37017 2.79464
H 0.30219 1.29029 2.67052
H 1.39131 -1.85940 1.57854
H 0.39658 -1.13116 0.30772
H 1.95426 -0.26658 0.78380
H 2.71889 -1.70587 -0.91471
H -0.34872 2.34627 0.78168

Forces on the atoms, in the same order (eV/Å):
C -1.01 0.60 -0.32
C -1.32 0.12 0.78
C -1.59 -1.49 0.48
N -1.33 0.06 0.07
N -1.35 -2.71 -0.59
O 0.77 0.54 -0.08
O -0.25 1.84 0.27
P 0.20 0.92 0.13
H -0.53 0.55 -0.76
H 0.68 -0.10 0.15
H 1.20 -1.52 1.21
H 0.62 -0.75 0.08
H 0.29 0.84 -0.52
H 0.26 0.01 0.40
H 0.44 0.96 -0.75
H 1.92 -0.27 0.01
H 0.04 -0.92 -0.30
H -0.45 -0.31 0.41
H 1.41 1.62 -0.71

***

3.
2 unconnected molecules or ions with the total composition C3H11N2O2S at a distorted geometry, computed with ωB97M-V/def2-TZVPD.

**M**: 139.20 g/mol
**Electronic energy**: -21193.9335 eV
**Total charge**: +1
**Strongest force on any atom**: 0.05047 Eh/bohr
**Highest occupied orbital energy**: -13.1 eV
**ΔE to the lowest compared entry with this formula, charge and spin**: 0.781 eV
**Multiplicity**: 1
**Lowest unoccupied orbital energy**: -3.1 eV
**Kohn-Sham gap**: 10.03 eV

Positions of all 19 atoms, in Å:
N -0.08371 -0.72648 -1.25635
C 0.50598 0.10876 -0.17723
C -0.50782 0.53980 0.91464
S -0.20178 -0.57759 2.29855
C 1.11203 1.38797 -0.82048
N 2.00851 2.06770 -0.12309
O 0.72916 1.59793 -1.96213
H -0.97744 -0.37049 -1.59346
H 0.52516 -0.69236 -2.08617
H -0.16569 -1.70870 -0.97899
H 1.35917 -0.42334 0.21661
H -0.13059 1.52964 1.24962
H -1.57476 0.55769 0.64216
H -1.19399 -0.23480 3.16156
H 2.58959 2.70585 -0.65029
H 2.24820 1.91538 0.84216
H -2.59040 -2.76292 -0.47768
H -1.72845 -2.67126 0.81550
O -1.92317 -2.24278 -0.01494

Forces on the atoms, in the same order (eV/Å):
N 0.91 -0.02 -0.82
C -0.24 1.40 0.36
C 0.89 0.35 0.59
S -0.29 -0.61 0.74
C -1.52 -1.67 -1.27
N 0.71 0.64 -0.09
O 0.69 0.49 0.20
H -0.16 -0.04 0.31
H -0.01 0.26 0.20
H -0.63 0.16 0.28
H -0.01 -0.53 0.42
H -0.86 -0.40 -0.33
H 0.62 0.07 -0.27
H 0.27 0.07 -0.46
H -0.22 0.24 0.19
H -0.06 -0.27 -0.05
H -0.01 -0.12 0.26
H -0.10 -0.27 0.47
O 0.03 0.26 -0.72

***

4.
C3H11N2OP in the gas phase at a distorted geometry, computed with ωB97M-V/def2-TZVPD.

**SMILES**: CNNP(C)(C)=O
**M**: 122.11 g/mol
**Electronic energy**: -17605.0130 eV
**Total charge**: 0
**Strongest force on any atom**: 0.06739 Eh/bohr
**Highest occupied orbital energy**: -9.1 eV
**ΔE to the lowest compared entry with this formula, charge and spin**: 1.721 eV
**Multiplicity**: 1
**Lowest unoccupied orbital energy**: 1.0 eV
**Kohn-Sham gap**: 10.08 eV

Positions of all 18 atoms, in Å:
C -2.61201 -0.84505 -0.12790
N -1.44256 0.01220 -0.65317
N -0.55310 0.22937 0.41926
P 0.88836 -0.59302 0.19090
C 1.17762 -0.31909 -1.60518
C 2.28261 0.13719 1.29286
O 0.75970 -2.04622 0.53902
H -2.23295 -1.69224 0.51546
H -3.35095 -0.25880 0.51147
H -3.09457 -1.35592 -1.05709
H -1.80943 0.92119 -0.81101
H -0.69222 -0.23748 1.34494
H 0.81984 -1.23238 -2.04372
H 0.40749 0.36964 -2.04796
H 2.23061 -0.14234 -1.76342
H 2.15244 0.12622 2.34244
H 3.13512 -0.64736 1.18396
H 2.65450 1.09823 1.05851

Forces on the atoms, in the same order (eV/Å):
C -0.12 -0.68 -1.12
N -2.18 -2.16 1.61
N 2.25 0.35 2.15
P 1.59 -0.98 -0.40
C -1.09 0.50 0.70
C 0.58 -2.64 -1.75
O 0.21 0.82 -0.10
H -0.04 1.02 -0.85
H 0.82 -0.60 -1.04
H 0.51 1.14 1.76
H -0.59 0.77 -0.38
H -1.75 0.78 -0.68
H 0.43 -0.83 -0.15
H 1.41 0.08 0.65
H 0.10 0.22 -0.56
H -1.04 -0.15 1.10
H -1.37 1.33 -0.24
H 0.26 1.04 -0.70

***

5.
2 unconnected molecules or ions with the total composition C3H11N2OS at a distorted geometry, computed with ωB97M-V/def2-TZVPD.

**M**: 123.20 g/mol
**Electronic energy**: -19152.8533 eV
**Total charge**: -1
**Strongest force on any atom**: 0.03357 Eh/bohr
**Highest occupied orbital energy**: -2.8 eV
**ΔE to the lowest compared entry with this formula, charge and spin**: 0.809 eV
**Multiplicity**: 1
**Lowest unoccupied orbital energy**: 4.0 eV
**Kohn-Sham gap**: 6.78 eV

Positions of all 18 atoms, in Å:
C -1.72812 -0.28223 0.85676
C -1.91380 -0.37686 -0.66455
S -0.53490 0.29152 -1.68935
N -0.40170 -0.68023 1.26406
C 0.32035 0.27417 2.08518
N 1.58556 0.79737 1.55398
H -2.50101 -0.95300 1.26739
H -2.00869 0.72523 1.19083
H -1.84961 -1.44411 -0.89930
H -2.86009 0.05210 -0.96964
H 0.08944 -0.94885 0.42339
H -0.24517 1.13992 2.43902
H 0.62446 -0.28206 2.95708
H 1.51172 1.73712 1.20127
H 2.02040 0.17938 0.89034
H 2.07880 0.36612 -1.55470
H 2.48096 -1.16436 -1.19146
O 2.78069 -0.27250 -1.36587

Forces on the atoms, in the same order (eV/Å):
C -0.90 0.07 -0.71
C 1.34 -0.44 -0.21
S -0.20 0.36 0.03
N -0.87 0.36 0.42
C 1.55 -0.41 0.01
N -0.20 0.19 0.68
H 0.09 0.03 0.28
H 0.38 0.06 0.05
H -0.69 -0.04 -0.02
H -0.28 -0.08 -0.01
H 0.43 0.45 -0.16
H -0.45 -0.26 -0.30
H -0.02 -0.12 0.81
H -0.14 -0.21 -0.55
H 0.03 0.13 -0.35
H -0.76 -0.96 0.20
H -0.94 0.36 -0.26
O 1.65 0.51 0.09

***

6.
2 unconnected molecules or ions with the total composition C3H11N2OS at a distorted geometry, computed with ωB97M-V/def2-TZVPD.

**M**: 123.20 g/mol
**Electronic energy**: -19132.5982 eV
**Total charge**: +2
**Expectation value of S²**: 0.75
**Strongest force on any atom**: 0.05360 Eh/bohr
**Highest occupied orbital energy (alpha / beta)**: -17.5 / -17.5 eV
**Multiplicity**: 2
**Lowest unoccupied orbital energy (alpha / beta)**: -7.8 / -12.9 eV
**Kohn-Sham gap (alpha / beta)**: 9.67 / 4.59 eV

Positions of all 18 atoms, in Å:
C 2.74837 0.37751 1.57971
N 1.90527 1.53729 1.39951
O 2.35661 -0.76038 1.31537
H 3.66782 0.55662 2.16100
H 1.60784 1.95265 2.28635
H 2.29844 2.27239 0.75304
C -0.56811 -0.75142 -0.91576
C -2.06227 -0.59946 -1.21229
S -2.44418 -1.56206 -2.68066
N -0.22243 0.06051 0.33172
H -0.01232 -0.32002 -1.75335
H -0.23474 -1.79044 -0.73119
H -2.25471 0.46659 -1.43708
H -2.72499 -0.91497 -0.40469
H -3.76501 -1.28973 -2.65527
H 0.80431 -0.00532 0.48926
H -0.64650 -0.30313 1.17949
H -0.45340 1.07336 0.29483

Forces on the atoms, in the same order (eV/Å):
C -0.58 -1.35 1.18
N 0.00 0.36 -1.45
O 0.40 2.72 -0.21
H 0.14 -0.28 -0.51
H 0.55 0.00 -0.23
H -0.23 -0.99 1.28
C 0.04 0.36 0.80
C 0.64 0.10 -0.22
S -0.20 0.17 0.15
N -0.26 -0.09 -1.11
H 0.19 -0.14 0.27
H -0.22 0.56 -0.07
H -0.35 -0.33 -0.10
H -0.14 -0.09 0.02
H -0.23 -0.06 -0.16
H 0.17 0.02 0.34
H -0.17 -0.29 0.22
H 0.27 -0.67 -0.20

***

7.
2 unconnected molecules or ions with the total composition C3H11N2S, computed with ωB97M-V/def2-TZVPD.

**M**: 107.20 g/mol
**Electronic energy**: -17098.7052 eV
**Total charge**: +1
**Strongest force on any atom**: 0.01425 Eh/bohr
**Highest occupied orbital energy**: -12.3 eV
**ΔE to the lowest compared entry with this formula, charge and spin**: 0.308 eV
**Multiplicity**: 1
**Lowest unoccupied orbital energy**: -3.6 eV
**Kohn-Sham gap**: 8.66 eV

Positions of all 17 atoms, in Å:
C 2.14414 -2.58690 -0.00900
C 1.17238 -2.30050 1.11023
S 0.05687 -0.87169 0.81651
H 2.62004 -1.68352 -0.38033
H 1.67648 -3.06430 -0.86398
H 2.87786 -3.29434 0.36814
H 0.49475 -3.12595 1.30402
H 1.65243 -2.13536 2.07317
H 0.44427 -0.06531 1.81085
N -2.30249 2.12083 0.14648
C -1.71929 2.80682 -0.79875
N -0.90967 2.30978 -1.69407
H -2.26972 1.11249 0.21820
H -2.92180 2.64481 0.75480
H -1.85068 3.87815 -0.77117
H -0.41410 2.94038 -2.30920
H -0.75148 1.31461 -1.77590

Forces on the atoms, in the same order (eV/Å):
C -0.03 -0.10 -0.05
C -0.53 0.04 0.47
S -0.13 0.23 -0.19
H 0.24 0.04 0.19
H -0.28 -0.03 -0.07
H 0.28 0.06 -0.07
H 0.01 -0.24 -0.22
H 0.20 0.24 -0.16
H 0.14 -0.06 0.01
N -0.57 0.46 -0.03
C 0.63 -0.19 0.29
N -0.17 0.17 -0.12
H 0.09 -0.05 0.07
H 0.07 -0.45 0.04
H -0.06 0.12 -0.13
H -0.09 -0.21 -0.06
H 0.19 -0.02 0.03

***

8.
2 unconnected molecules or ions with the total composition C3H11N2S, computed with ωB97M-V/def2-TZVPD.

**M**: 107.20 g/mol
**Electronic energy**: -17098.5584 eV
**Total charge**: +1
**Strongest force on any atom**: 0.01814 Eh/bohr
**Highest occupied orbital energy**: -12.4 eV
**ΔE to the lowest compared entry with this formula, charge and spin**: 0.455 eV
**Multiplicity**: 1
**Lowest unoccupied orbital energy**: -3.8 eV
**Kohn-Sham gap**: 8.60 eV

Positions of all 17 atoms, in Å:
C -1.22042 -1.90928 0.17628
C -2.15194 -0.87184 -0.45485
S -1.93814 0.83964 0.04051
H -1.74725 -2.85974 0.13457
H -1.05130 -1.68243 1.23276
H -0.27119 -1.97539 -0.35560
H -2.03098 -0.86926 -1.53270
H -3.16430 -1.19617 -0.24030
H -2.28318 0.72446 1.32320
N 1.63554 1.15521 -0.30642
C 2.71120 0.42327 -0.32874
N 3.12254 -0.43164 0.58192
H 0.91808 1.00086 0.39696
H 1.60671 1.91022 -0.97382
H 3.40745 0.59731 -1.13417
H 4.11113 -0.63584 0.59215
H 2.62507 -0.80844 1.37629

Forces on the atoms, in the same order (eV/Å):
C -0.25 0.40 0.10
C 0.02 -0.68 0.20
S 0.40 0.41 -0.08
H 0.32 -0.25 -0.06
H 0.07 -0.05 -0.09
H 0.05 -0.08 0.10
H -0.09 0.04 -0.18
H -0.27 0.31 -0.10
H -0.08 -0.10 0.18
N 0.39 -0.75 0.11
C 0.50 0.43 0.66
N 0.31 -0.29 -0.06
H -0.35 0.44 -0.28
H -0.68 -0.06 -0.03
H 0.15 0.16 -0.09
H -0.08 -0.37 -0.30
H -0.41 0.43 -0.07

***

Which value of electronic energy does entry 1 give? -10358.1460 eV

***

Which value of strongest force on any atom does entry 4 give? 0.06739 Eh/bohr

***

Which value of multiplicity does entry 8 give? 1

***

Which of these has the highest total charge? number 6